Entry 1:
Below is a single C3H6N2O molecule, with properties calculated with wB97M-V/def2-TZVPD.

Its net charge is 0. The structure (SMILES) is C=CC(=O)NN. The energy above the lowest of the compared OMol25 structures with the same formula, charge and spin is 105.2 kcal per mole.

Atoms and positions in Å:
C  1.184  1.534  0.280
C  1.226  0.344  -0.434
C  0.331  -0.620  -0.049
O  0.743  -1.727  0.320
N  -1.114  -0.586  -0.263
N  -1.994  0.710  0.032
H  1.984  2.356  -0.073
H  0.481  1.834  1.053
H  2.023  0.126  -1.106
H  -1.530  -1.409  0.151
H  -1.616  1.049  1.110
H  -1.971  1.449  -0.864

Atom charges from the natural (NBO) analysis, given in e for atoms 1 to 8: -0.333, -0.298, 0.596, -0.572, -0.487, -0.719, 0.208, 0.202

=====

Entry 2:
Below is 3 unconnected molecules or ions with the total composition C26H37NO11S3, with properties calculated with wB97M-V/def2-TZVPD.

Its net charge is 0. The structure (SMILES) is NC[C@H](O)CC1=CC(=O)c2c(CCCS(=O)(=O)O)ccc(CC=O)c2C1=O.O=S1(=O)CCCC1.O=S1(=O)CCCC1.

Atoms and positions in Å:
N  -1.108  -3.977  -1.559
C  -1.786  -3.217  -2.606
C  -2.290  -1.827  -2.165
O  -3.619  -1.865  -1.659
C  -2.175  -0.760  -3.276
C  -0.975  0.095  -2.956
C  0.282  -0.347  -3.045
C  1.387  0.554  -2.679
O  2.462  0.502  -3.217
C  1.068  1.518  -1.575
C  2.040  1.906  -0.639
C  3.460  1.420  -0.644
C  3.564  0.028  0.022
C  4.094  0.175  1.450
S  4.202  -1.341  2.359
O  4.015  -1.060  3.747
O  5.380  -2.057  1.983
O  2.930  -2.186  1.908
C  1.631  2.763  0.384
C  0.325  3.228  0.480
C  -0.649  2.862  -0.452
C  -2.049  3.363  -0.282
C  -2.878  2.480  0.636
O  -4.039  2.680  0.806
C  -0.250  1.993  -1.478
C  -1.201  1.493  -2.517
O  -2.080  2.158  -3.000
H  -0.312  -3.460  -1.211
H  -1.725  -4.169  -0.782
H  -2.648  -3.786  -2.941
H  -1.085  -3.085  -3.426
H  -1.634  -1.534  -1.342
H  -3.564  -2.178  -0.752
H  -3.028  -0.104  -3.232
H  -2.059  -1.238  -4.239
H  0.517  -1.340  -3.398
H  4.101  2.129  -0.129
H  3.853  1.331  -1.645
H  2.594  -0.459  0.030
H  4.253  -0.616  -0.525
H  3.444  0.835  2.017
H  5.097  0.584  1.417
H  3.134  -2.552  1.033
H  2.333  3.077  1.144
H  0.031  3.879  1.291
H  -2.062  4.363  0.142
H  -2.593  3.412  -1.216
H  -2.355  1.639  1.124
O  -4.188  -0.091  -5.235
S  -5.348  0.530  -4.647
O  -5.741  0.261  -3.289
C  -5.218  2.297  -4.891
C  -5.873  2.539  -6.247
C  -7.139  1.671  -6.262
C  -6.747  0.279  -5.750
H  -4.170  2.587  -4.849
H  -5.774  2.780  -4.088
H  -6.102  3.593  -6.395
H  -5.199  2.225  -7.047
H  -7.889  2.110  -5.601
H  -7.576  1.611  -7.258
H  -7.548  -0.200  -5.193
H  -6.415  -0.371  -6.558
O  3.346  -1.154  9.766
S  4.700  -1.221  9.276
O  5.786  -0.624  10.012
C  5.091  -2.929  8.910
C  4.657  -3.110  7.458
C  5.126  -1.851  6.717
C  4.729  -0.643  7.573
H  4.567  -3.574  9.611
H  6.168  -3.050  9.021
H  5.080  -4.015  7.026
H  3.569  -3.187  7.404
H  6.212  -1.881  6.602
H  4.693  -1.779  5.721
H  5.441  0.174  7.497
H  3.729  -0.288  7.331

Atom charges from the Löwdin analysis, given in e for atoms 1 to 8: 0.002, -0.221, -0.357, -0.014, -0.070, -0.108, 0.074, -0.325

=====

Gap between HOMO and LUMO list, top to bottom, in Ha: 0.365 0.299
F_max list, top to bottom, in eV Å⁻¹: 7.4 1.3